{
  "formula": "C5H6HgO4S",
  "method": "wB97M-V/def2-TZVPD",
  "total_charge": 2,
  "lumo_energy_ev": [-11.2, -11.2],
  "e_above_lowest_kcal_mol": 3.6,
  "total_energy_ha": -1045.8970,
  "symbols": ["O", "C", "Hg", "C", "C", "O", "O", "C", "S", "C", "O", "H", "H", "H", "H", "H", "H"],
  "coordinates": [[-2.688, 0.154, -3.517], [-2.358, 0.234, -2.436], [-1.896, 0.579, 0.047], [-3.290, -1.141, 1.026], [-1.798, 2.907, 0.292], [-4.130, -1.817, 1.386], [-2.140, 4.001, 0.339], [2.625, -0.842, 1.373], [0.947, -0.424, 0.809], [1.350, 0.126, -0.861], [0.233, -1.734, 0.648], [3.293, 0.022, 1.304], [2.991, -1.657, 0.734], [2.573, -1.161, 2.420], [1.830, -0.693, -1.416], [0.444, 0.456, -1.385], [2.014, 0.990, -0.762]]
}